Record 1
C16H29F3N8O2OsPS3 | wB97M-V/def2-TZVPD

The calculation puts the HOMO energy (spin up / spin down) at -0.4921 / -0.4922 Ha. The total energy is -85478.912 eV. As for the net charge: +2. The expectation value of S² is 0.766. As for the multiplicity: 2.

Last column: Mulliken charge in e.
Geometry (Å):
Os (1.169, -0.487, -0.143)  1.575
N (3.329, -0.742, -1.408)  -0.620
N (4.089, -1.886, -1.173)  -0.281
C (3.601, -2.935, -0.493)  0.902
N (4.366, -4.007, -0.355)  -0.426
S (2.046, -2.945, 0.166)  -0.413
H (3.005, -0.709, -2.374)  0.307
H (3.889, 0.086, -1.227)  0.332
H (4.969, -1.982, -1.663)  0.227
H (5.308, -4.072, -0.709)  0.216
H (4.005, -4.787, 0.171)  0.221
C (-2.855, 0.427, 1.700)  -1.080
C (-1.506, 0.890, 2.204)  -0.326
O (-0.559, 0.977, 1.098)  -0.516
P (0.224, 2.395, 0.817)  0.927
S (1.279, 3.007, 2.355)  -0.304
S (1.307, 1.844, -0.832)  -0.572
O (-0.879, 3.470, 0.528)  -0.262
C (-1.888, 3.471, -0.518)  0.278
C (-1.352, 4.037, -1.815)  -1.225
H (-3.557, 0.416, 2.532)  0.457
H (-2.791, -0.579, 1.284)  0.172
H (-3.239, 1.104, 0.938)  0.245
H (-1.088, 0.183, 2.920)  0.235
H (-1.579, 1.870, 2.677)  0.463
H (-2.683, 4.099, -0.122)  0.302
H (-2.264, 2.453, -0.657)  -0.176
H (-0.908, 5.017, -1.649)  0.328
H (-2.179, 4.151, -2.516)  0.405
H (-0.607, 3.380, -2.261)  0.315
F (3.217, 0.035, 6.658)  -0.252
C (4.052, 0.255, 5.643)  0.715
F (4.593, 1.465, 5.787)  -0.238
F (5.041, -0.649, 5.718)  -0.232
C (3.350, 0.125, 4.306)  0.264
C (3.918, 0.692, 3.177)  -0.739
C (3.282, 0.507, 1.966)  -0.319
N (2.168, -0.218, 1.852)  0.098
C (1.619, -0.756, 2.941)  -0.362
C (2.173, -0.601, 4.196)  -0.931
H (4.829, 1.269, 3.239)  0.505
H (3.670, 0.955, 1.062)  0.413
H (0.726, -1.349, 2.796)  0.675
H (1.703, -1.039, 5.065)  0.529
C (-4.657, -0.679, -2.200)  -1.208
C (-3.943, -0.752, -3.548)  0.842
C (-3.156, 0.529, -3.823)  -1.268
C (-3.024, -1.991, -3.644)  -1.124
N (-1.898, -1.887, -2.726)  0.667
C (-1.883, -2.040, -1.389)  -0.414
N (-0.706, -1.653, -0.959)  -0.166
N (-0.020, -1.283, -2.055)  0.539
N (-0.719, -1.409, -3.108)  -1.162
H (-5.401, 0.115, -2.210)  0.429
H (-3.960, -0.459, -1.388)  0.021
H (-5.178, -1.611, -1.971)  0.382
H (-4.692, -0.879, -4.332)  0.360
H (-2.420, 0.715, -3.037)  0.067
H (-3.828, 1.385, -3.856)  0.453
H (-2.630, 0.473, -4.776)  0.378
H (-2.608, -2.067, -4.647)  0.385
H (-3.582, -2.898, -3.411)  0.442
H (-2.685, -2.448, -0.802)  0.548

---

Record 2
C16H29I2N4O2P | wB97M-V/def2-TZVPD

The calculation puts the HOMO energy at -0.3196 Ha. The total energy is -52601.290 eV. Its SMILES is C/C(I)=C(\I)[PH3]CON=O.CCCC#N.CCCC#N.CCCC#N.

Last column: Mulliken charge in e.
Geometry (Å):
C (-6.214, -4.830, 3.069)  -1.498
C (-4.767, -4.681, 2.716)  0.393
I (-3.451, -5.791, 3.944)  0.037
C (-4.308, -3.950, 1.714)  -0.505
I (-5.693, -2.916, 0.480)  -0.012
P (-2.491, -3.670, 1.156)  0.786
C (-0.689, -3.407, 0.564)  -0.815
O (-0.602, -3.070, -0.831)  -0.240
N (-1.084, -1.783, -1.152)  0.183
O (-0.578, -0.936, -0.523)  -0.259
H (-6.702, -3.865, 3.104)  0.404
H (-6.690, -5.464, 2.332)  0.355
H (-6.325, -5.277, 4.048)  0.389
H (-2.059, -3.561, 2.492)  -0.033
H (-2.908, -2.463, 0.547)  -0.109
H (-2.508, -4.917, 0.487)  0.058
H (-0.128, -2.717, 1.188)  0.371
H (-0.184, -4.360, 0.660)  0.427
C (1.324, 1.641, -0.691)  -0.983
C (1.904, 1.888, -2.079)  -0.523
C (2.393, 3.327, -2.283)  -0.107
C (1.298, 4.283, -2.116)  0.326
N (0.422, 5.005, -1.939)  -0.513
H (0.443, 2.259, -0.511)  0.352
H (1.021, 0.603, -0.585)  0.192
H (2.061, 1.862, 0.085)  0.309
H (1.150, 1.652, -2.832)  0.284
H (2.744, 1.213, -2.248)  0.334
H (2.815, 3.452, -3.278)  0.024
H (3.172, 3.573, -1.560)  0.327
C (1.650, 7.612, -6.828)  -1.167
C (0.781, 6.422, -6.437)  -0.585
C (1.237, 5.753, -5.133)  -0.389
C (2.601, 5.246, -5.261)  0.378
N (3.673, 4.845, -5.362)  -0.535
H (2.680, 7.308, -7.017)  0.363
H (1.273, 8.077, -7.739)  0.341
H (1.656, 8.369, -6.042)  0.294
H (0.787, 5.687, -7.244)  0.313
H (-0.251, 6.751, -6.310)  0.336
H (0.578, 4.923, -4.883)  0.328
H (1.204, 6.462, -4.307)  0.331
C (1.422, -3.377, 6.950)  -1.129
C (2.333, -3.205, 5.740)  -0.533
C (1.556, -3.018, 4.432)  -0.317
C (0.712, -4.177, 4.147)  0.224
N (0.045, -5.085, 3.925)  -0.420
H (0.806, -4.272, 6.860)  0.344
H (2.011, -3.475, 7.861)  0.328
H (0.759, -2.518, 7.069)  0.300
H (2.988, -4.073, 5.651)  0.305
H (2.974, -2.335, 5.888)  0.313
H (2.241, -2.883, 3.594)  0.326
H (0.918, -2.134, 4.489)  0.297

---

Record 3
C16H29NOS | wB97M-V/def2-TZVPD

The calculation puts the HOMO energy at -0.3199 Ha. The total energy is -31437.169 eV. Its SMILES is C[C@H]1[C@@H](NC(=O)CSC2CCCCC2)CCC[C@@H]1C.

Last column: Mulliken charge in e.
Geometry (Å):
C (3.542, -1.917, -0.302)  -1.957
C (3.141, -0.462, -0.546)  0.235
C (1.673, -0.400, -1.005)  -0.520
N (0.799, -1.045, -0.052)  0.264
C (-0.029, -2.054, -0.362)  0.488
O (-0.104, -2.578, -1.453)  -0.701
C (-0.890, -2.516, 0.810)  -0.688
S (-1.552, -1.124, 1.773)  -0.289
C (-2.571, -0.314, 0.473)  0.691
C (-2.651, 1.185, 0.767)  -0.806
C (-3.923, 1.799, 0.169)  -0.769
C (-4.310, 1.072, -1.115)  -0.609
C (-4.715, -0.376, -0.808)  -0.739
C (-3.962, -0.925, 0.411)  -0.921
C (1.226, 1.044, -1.254)  -1.136
C (1.457, 1.916, -0.025)  -0.366
C (2.923, 1.860, 0.390)  -1.218
C (3.374, 0.427, 0.686)  0.762
C (4.841, 0.428, 1.111)  -1.839
H (3.200, -2.540, -1.125)  0.440
H (3.093, -2.290, 0.615)  0.311
H (4.621, -2.018, -0.226)  0.536
H (3.748, -0.067, -1.369)  0.498
H (1.564, -0.977, -1.931)  0.542
H (0.739, -0.652, 0.877)  0.221
H (-1.709, -3.135, 0.445)  0.359
H (-0.286, -3.101, 1.505)  0.420
H (-2.044, -0.502, -0.465)  0.129
H (-2.641, 1.341, 1.848)  0.408
H (-1.767, 1.677, 0.356)  0.014
H (-3.756, 2.859, -0.031)  0.441
H (-4.747, 1.724, 0.880)  0.322
H (-5.133, 1.589, -1.608)  0.392
H (-3.458, 1.085, -1.799)  0.288
H (-4.508, -1.000, -1.679)  0.287
H (-5.787, -0.430, -0.612)  0.393
H (-4.490, -0.680, 1.335)  0.259
H (-3.899, -2.013, 0.347)  0.401
H (1.796, 1.444, -2.095)  0.427
H (0.170, 1.050, -1.534)  0.308
H (1.175, 2.947, -0.248)  0.376
H (0.828, 1.577, 0.802)  0.271
H (3.078, 2.479, 1.276)  0.415
H (3.541, 2.268, -0.414)  0.307
H (2.779, 0.038, 1.521)  0.133
H (5.479, 0.716, 0.277)  0.355
H (5.151, -0.551, 1.462)  0.411
H (4.995, 1.140, 1.919)  0.456

---

Please write out number 1 again, unchanged.
C16H29F3N8O2OsPS3 | wB97M-V/def2-TZVPD

The calculation puts the HOMO energy (spin up / spin down) at -0.4921 / -0.4922 Ha. The total energy is -85478.912 eV. As for the net charge: +2. The expectation value of S² is 0.766. As for the multiplicity: 2.

Last column: Mulliken charge in e.
Geometry (Å):
Os (1.169, -0.487, -0.143)  1.575
N (3.329, -0.742, -1.408)  -0.620
N (4.089, -1.886, -1.173)  -0.281
C (3.601, -2.935, -0.493)  0.902
N (4.366, -4.007, -0.355)  -0.426
S (2.046, -2.945, 0.166)  -0.413
H (3.005, -0.709, -2.374)  0.307
H (3.889, 0.086, -1.227)  0.332
H (4.969, -1.982, -1.663)  0.227
H (5.308, -4.072, -0.709)  0.216
H (4.005, -4.787, 0.171)  0.221
C (-2.855, 0.427, 1.700)  -1.080
C (-1.506, 0.890, 2.204)  -0.326
O (-0.559, 0.977, 1.098)  -0.516
P (0.224, 2.395, 0.817)  0.927
S (1.279, 3.007, 2.355)  -0.304
S (1.307, 1.844, -0.832)  -0.572
O (-0.879, 3.470, 0.528)  -0.262
C (-1.888, 3.471, -0.518)  0.278
C (-1.352, 4.037, -1.815)  -1.225
H (-3.557, 0.416, 2.532)  0.457
H (-2.791, -0.579, 1.284)  0.172
H (-3.239, 1.104, 0.938)  0.245
H (-1.088, 0.183, 2.920)  0.235
H (-1.579, 1.870, 2.677)  0.463
H (-2.683, 4.099, -0.122)  0.302
H (-2.264, 2.453, -0.657)  -0.176
H (-0.908, 5.017, -1.649)  0.328
H (-2.179, 4.151, -2.516)  0.405
H (-0.607, 3.380, -2.261)  0.315
F (3.217, 0.035, 6.658)  -0.252
C (4.052, 0.255, 5.643)  0.715
F (4.593, 1.465, 5.787)  -0.238
F (5.041, -0.649, 5.718)  -0.232
C (3.350, 0.125, 4.306)  0.264
C (3.918, 0.692, 3.177)  -0.739
C (3.282, 0.507, 1.966)  -0.319
N (2.168, -0.218, 1.852)  0.098
C (1.619, -0.756, 2.941)  -0.362
C (2.173, -0.601, 4.196)  -0.931
H (4.829, 1.269, 3.239)  0.505
H (3.670, 0.955, 1.062)  0.413
H (0.726, -1.349, 2.796)  0.675
H (1.703, -1.039, 5.065)  0.529
C (-4.657, -0.679, -2.200)  -1.208
C (-3.943, -0.752, -3.548)  0.842
C (-3.156, 0.529, -3.823)  -1.268
C (-3.024, -1.991, -3.644)  -1.124
N (-1.898, -1.887, -2.726)  0.667
C (-1.883, -2.040, -1.389)  -0.414
N (-0.706, -1.653, -0.959)  -0.166
N (-0.020, -1.283, -2.055)  0.539
N (-0.719, -1.409, -3.108)  -1.162
H (-5.401, 0.115, -2.210)  0.429
H (-3.960, -0.459, -1.388)  0.021
H (-5.178, -1.611, -1.971)  0.382
H (-4.692, -0.879, -4.332)  0.360
H (-2.420, 0.715, -3.037)  0.067
H (-3.828, 1.385, -3.856)  0.453
H (-2.630, 0.473, -4.776)  0.378
H (-2.608, -2.067, -4.647)  0.385
H (-3.582, -2.898, -3.411)  0.442
H (-2.685, -2.448, -0.802)  0.548